This record from the OMol25 dataset describes 7 unconnected molecules or ions with the total composition C39H47B4O5P. The level of theory is the ωB97M-V functional and the def2-TZVPD basis.

spin multiplicity: 1
gap between HOMO and LUMO: 8.8 eV
SMILES string: CCP(C)B1OBOB(B(O)O)O1.c1ccccc1.c1ccccc1.c1ccccc1.c1ccccc1.c1ccccc1.c1ccccc1
LUMO energy: 0.031 eV

Bonds (Å) are listed after each position.
CARTESIAN COORDINATES (ANGSTROEM)
1 P -4.985 -3.437 2.870  C19 1.844, C26 1.867, B47 1.940
2 O -2.626 -1.797 2.569  B46 1.383, B47 1.384
3 O -1.017 -5.193 -1.330  B48 1.371, H61 0.962
4 O -2.447 -3.888 1.477  B47 1.383, B49 1.388
5 O -0.979 -2.140 0.903  B46 1.376, B49 1.386
6 O -2.091 -3.164 -2.067  B48 1.383, H78 0.956
7 C 2.511 4.714 -2.340  C23 1.389, C34 1.388, H72 1.084
8 C 0.757 0.755 -2.343  C21 1.389, C35 1.388, H79 1.084
9 C -0.700 -7.721 0.901  C14 1.388, C15 1.389, H64 1.082
10 C 6.281 2.271 1.505  C11 1.389, C28 1.388, H80 1.083
11 C 5.524 3.373 1.129  C10 1.389, C38 1.388, H53 1.082
12 C 0.728 -1.074 -4.429  C20 1.388, C25 1.389, H57 1.083
13 C 9.026 5.198 -0.799  C37 1.389, C39 1.388, H82 1.083
14 C 0.013 -8.871 1.210  C9 1.388, C17 1.388, H76 1.083
15 C -2.060 -7.653 1.172  C9 1.389, C45 1.388, H96 1.084
16 C 4.467 0.813 0.897  C28 1.389, C29 1.388, H83 1.083
17 C -0.636 -9.955 1.785  C14 1.388, C31 1.389, H67 1.083
18 C 8.865 7.315 0.331  C22 1.389, C37 1.388, H91 1.083
19 C -5.005 -5.260 2.589  P1 1.844, H65 1.091, H68 1.092, H81 1.092
20 C 0.526 -1.504 -3.125  C12 1.388, C35 1.388, H63 1.081
21 C 0.962 1.186 -3.646  C8 1.389, C25 1.388, H86 1.083
22 C 7.509 7.367 0.038  C18 1.389, C40 1.388, H62 1.083
23 C 2.710 6.089 -2.358  C7 1.389, C32 1.388, H56 1.083
24 C -9.637 2.967 2.359  C30 1.388, C44 1.388, H58 1.082
25 C 0.949 0.272 -4.691  C12 1.389, C21 1.388, H93 1.083
26 C -5.841 -2.857 1.316  P1 1.867, C27 1.528, H50 1.094, H92 1.094
27 C -5.433 -1.446 0.896  C26 1.528, H74 1.093, H84 1.092, H85 1.092
28 C 5.753 0.992 1.390  C10 1.388, C16 1.389, H60 1.083
29 C 3.711 1.915 0.520  C16 1.388, C38 1.389, H51 1.083
30 C -8.903 2.557 3.464  C24 1.388, C43 1.388, H70 1.082
31 C -1.997 -9.889 2.053  C17 1.389, C45 1.388, H88 1.083
32 C 3.861 6.614 -2.929  C23 1.388, C41 1.389, H59 1.083
33 C 4.609 4.392 -3.467  C34 1.388, C41 1.388, H73 1.083
34 C 3.459 3.866 -2.895  C7 1.388, C33 1.388, H77 1.083
35 C 0.541 -0.591 -2.080  C8 1.388, C20 1.388, H94 1.083
36 C -8.332 0.519 2.326  C42 1.388, C43 1.388, H90 1.083
37 C 9.623 6.230 -0.087  C13 1.389, C18 1.388, H71 1.083
38 C 4.240 3.193 0.635  C11 1.388, C29 1.389, H89 1.083
39 C 7.671 5.251 -1.092  C13 1.388, C40 1.389, H54 1.083
40 C 6.912 6.336 -0.675  C22 1.388, C39 1.389, H87 1.083
41 C 4.811 5.765 -3.482  C32 1.389, C33 1.388, H69 1.083
42 C -9.066 0.928 1.221  C36 1.388, C44 1.388, H75 1.083
43 C -8.250 1.332 3.447  C30 1.388, C36 1.388, H66 1.082
44 C -9.719 2.153 1.238  C24 1.388, C42 1.388, H52 1.083
45 C -2.710 -8.737 1.747  C15 1.388, C31 1.388, H95 1.083
46 B -1.660 -1.276 1.730  O2 1.383, O5 1.376, H55 1.187
47 B -3.188 -3.026 2.266  P1 1.940, O2 1.384, O4 1.383
48 B -1.564 -3.963 -1.069  O3 1.371, O6 1.383, B49 1.725
49 B -1.604 -3.321 0.532  O4 1.388, O5 1.386, B48 1.725
50 H -6.912 -2.881 1.538  C26 1.094
51 H 2.710 1.774 0.131  C29 1.083
52 H -10.291 2.473 0.377  C44 1.083
53 H 5.941 4.368 1.212  C11 1.082
54 H 7.198 4.445 -1.640  C39 1.083
55 H -1.460 -0.106 1.700  B46 1.187
56 H 1.969 6.749 -1.926  C23 1.083
57 H 0.713 -1.788 -5.243  C12 1.083
58 H -10.144 3.923 2.371  C24 1.082
59 H 4.021 7.685 -2.940  C32 1.083
60 H 6.345 0.133 1.681  C28 1.083
61 H -1.540 -5.835 -1.818  O3 0.962
62 H 6.916 8.212 0.366  C22 1.083
63 H 0.351 -2.552 -2.925  C20 1.081
64 H -0.205 -6.867 0.458  C9 1.082
65 H -4.504 -5.768 3.414  C19 1.091
66 H -7.676 1.010 4.307  C43 1.082
67 H -0.082 -10.854 2.025  C17 1.083
68 H -4.527 -5.561 1.655  C19 1.092
69 H 5.714 6.175 -3.917  C41 1.083
70 H -8.841 3.191 4.338  C30 1.082
71 H 10.681 6.189 0.141  C37 1.083
72 H 1.614 4.304 -1.891  C7 1.084
73 H 5.349 3.730 -3.900  C33 1.083
74 H -4.452 -1.439 0.414  C27 1.093
75 H -9.131 0.292 0.347  C42 1.083
76 H 1.074 -8.923 1.001  C14 1.083
77 H 3.302 2.795 -2.874  C34 1.083
78 H -2.916 -3.410 -2.482  O6 0.956
79 H 0.763 1.470 -1.529  C8 1.084
80 H 7.285 2.411 1.885  C10 1.083
81 H -6.042 -5.603 2.575  C19 1.092
82 H 9.617 4.350 -1.121  C13 1.083
83 H 4.055 -0.184 0.805  C16 1.083
84 H -5.393 -0.769 1.752  C27 1.092
85 H -6.144 -1.027 0.181  C27 1.092
86 H 1.128 2.237 -3.848  C21 1.083
87 H 5.855 6.371 -0.905  C40 1.083
88 H -2.501 -10.734 2.504  C31 1.083
89 H 3.651 4.049 0.329  C38 1.083
90 H -7.822 -0.437 2.316  C36 1.083
91 H 9.331 8.119 0.886  C18 1.083
92 H -5.678 -3.566 0.499  C26 1.094
93 H 1.113 0.609 -5.707  C25 1.083
94 H 0.377 -0.929 -1.064  C35 1.083
95 H -3.770 -8.683 1.962  C45 1.083
96 H -2.609 -6.747 0.945  C15 1.084